[1]
Formula: C6H21ClI2NP2Tc
Source: OMol25
Level of theory: ωB97M-V with the def2-TZVPD basis set

Each line ends with the Mulliken spin population.
Atoms and positions in Å:
1 I 0.0014 1.4611 4.6549  0.005
2 I 0.0172 -1.1111 4.6923  0.002
3 Tc -0.0034 -0.2018 -0.7455  3.287
4 P -2.1837 0.0029 -0.3619  -0.194
5 C -3.1806 0.0725 1.1102  -0.006
6 C -2.7878 1.4860 -1.3317  0.029
7 H -3.8554 1.4055 -1.4749  0.000
8 H -3.9341 -1.4179 -1.3334  0.000
9 H -2.2333 1.4843 -2.2947  -0.003
10 H -2.3346 -1.6372 -2.1764  -0.001
11 H -2.9227 0.9829 1.6746  0.000
12 H -2.5407 2.3824 -0.7763  0.008
13 C -2.8847 -1.5385 -1.1926  0.017
14 H -4.2763 0.1085 0.8857  -0.006
15 H -2.6539 -2.4015 -0.5852  0.005
16 H -2.9819 -0.8020 1.7241  0.000
17 P 2.1834 0.0166 -0.3635  -0.192
18 C 3.1777 0.0922 1.1107  -0.007
19 C 2.8976 -1.5231 -1.1874  0.016
20 H 2.2255 1.4971 -2.2919  -0.003
21 H 3.8536 1.4265 -1.4819  -0.001
22 H 2.5282 2.3977 -0.7811  0.008
23 C 2.7668 1.4968 -1.3352  0.028
24 H 2.3432 -1.6241 -2.1810  -0.001
25 H 3.9383 -1.3952 -1.3286  0.000
26 H 4.2749 0.1295 0.8847  -0.006
27 H 2.9839 -0.7814 1.7278  0.000
28 H 2.6652 -2.3851 -0.5820  0.005
29 H 2.9191 1.0024 1.6692  0.000
30 Cl 0.0028 -0.3009 -3.2599  0.066
31 N -0.0090 -0.1375 1.4046  -0.067
32 H 0.7668 -0.5520 1.8962  0.002
33 H -0.7693 -0.4936 1.8992  0.001
34 H 0.0055 0.8581 1.7313  0.011

As for the expectation value of S²: 3.8317. Its spin multiplicity is 4. Its net charge is +3. The value obtained for the energy is -2113.87413 a.u.

[2]
Formula: C6H21HgO6
Source: OMol25
Level of theory: ωB97M-V with the def2-TZVPD basis set

Each line ends with the Mulliken spin population.
Atoms and positions in Å:
1 Hg -0.3231 0.4332 -0.0553  -0.147
2 C 3.8937 2.6929 -0.8573  0.000
3 C 2.4478 2.6344 -0.2901  -0.001
4 O 1.5759 1.5983 -0.7258  0.034
5 H 4.4746 1.9019 -0.3829  0.000
6 H 4.4745 3.6055 -0.7239  0.000
7 H 3.8825 2.5005 -1.9301  0.000
8 H 1.9881 3.5917 -0.5361  0.000
9 H 2.4508 2.6143 0.7997  0.000
10 C -4.0942 -2.6944 0.3664  0.038
11 C -3.4879 -1.2978 0.0332  -0.023
12 O -2.3253 -1.0527 0.7765  0.480
13 H -3.5099 -3.4365 -0.1777  -0.001
14 H -5.1180 -2.7816 0.0028  0.001
15 H -4.0789 -2.9752 1.4196  -0.001
16 H -4.2319 -0.5163 0.1873  -0.003
17 H -3.2368 -1.3550 -1.0260  0.017
18 C 2.4147 -1.8918 0.4596  0.040
19 C 1.7536 -1.5734 1.8533  -0.029
20 O 0.5245 -0.8555 1.8479  0.563
21 H 2.8385 -1.0648 -0.1103  -0.003
22 H 1.6306 -2.3797 -0.1194  -0.002
23 H 3.2352 -2.5541 0.7355  -0.002
24 H 2.4313 -1.0339 2.5149  -0.001
25 H 1.6435 -2.5482 2.3283  0.026
26 O -1.8384 1.5954 -1.2926  0.013
27 H -1.7609 1.7231 -2.2381  0.002
28 H -2.5524 2.1762 -1.0297  0.002
29 O -0.2388 -0.9707 -1.8688  0.001
30 H -0.9406 -1.1582 -2.4921  0.002
31 H 0.4726 -1.5577 -2.1247  -0.001
32 O -1.1772 2.0601 1.3348  -0.005
33 H -1.9948 2.4548 1.0318  0.003
34 H -1.2234 2.1150 2.2893  -0.001

As for the expectation value of S²: 0.8309. Its spin multiplicity is 2. The value obtained for the energy is -845.79472 a.u.

[3]
Formula: C6H21N2O5
Source: OMol25
Level of theory: ωB97M-V with the def2-TZVPD basis set

Each line ends with the Mulliken charge.
Atoms and positions in Å:
1 C 2.1073 -0.0384 -0.6690  -0.237
2 C 1.8851 -0.8156 0.6769  -0.558
3 C 0.4824 -0.8520 1.0364  0.971
4 C 0.0873 -0.9131 2.4181  -1.192
5 N -1.2029 -1.2214 2.4396  -0.070
6 C -1.7143 -1.0314 1.1402  -1.900
7 C -0.6617 -0.9409 0.2132  -0.779
8 N 1.3464 1.2906 -0.4063  -0.023
9 H 1.6661 -0.5198 -1.4748  -0.052
10 H 3.2724 0.1205 -0.7350  0.368
11 H 2.2121 -1.9380 0.5909  0.322
12 H 2.6322 -0.4069 1.4340  0.364
13 H 0.7067 -1.0796 3.3667  0.342
14 H -1.8611 -1.0285 3.2863  0.314
15 H -2.6813 -1.1114 0.8045  0.723
16 H -0.8407 -0.8767 -0.7637  1.841
17 H 1.7813 1.8588 0.3199  0.360
18 H 1.0944 1.9019 -1.0736  0.347
19 H 0.4073 1.0252 -0.0536  0.060
20 H 0.3156 3.0935 1.8836  0.274
21 H 1.6000 3.3949 2.6953  0.340
22 O 1.2164 3.0998 1.7475  -0.651
23 H -3.7550 0.3109 -0.7264  0.288
24 H -2.7925 -0.3253 -1.7915  0.307
25 O -2.7325 -0.0697 -0.8024  -0.661
26 H -0.5845 -2.9218 -1.1757  0.251
27 H 0.2282 -2.3887 -2.4882  0.228
28 O -0.0753 -2.2832 -1.5443  -0.501
29 H -1.6536 2.8852 -0.4920  0.276
30 H -1.4006 1.4359 -0.9135  0.282
31 O -1.0613 2.1589 -0.4907  -0.629
32 H 0.9061 -0.7618 -3.5017  0.251
33 H 0.9178 0.3959 -4.3975  0.245
34 O 0.6162 0.0941 -3.6503  -0.501

Its spin multiplicity is 1. Its net charge is +1. The value obtained for the energy is -726.55164 a.u.

[4]
Formula: C6H21NO3S
Source: OMol25
Level of theory: ωB97M-V with the def2-TZVPD basis set

Each line ends with the Mulliken charge.
Atoms and positions in Å:
1 C 2.1328 3.0814 -1.5127  -1.188
2 C 2.1769 2.3559 -0.1569  -0.331
3 C 0.8466 2.2121 0.5364  -0.391
4 N -0.4303 1.9241 -0.3872  -0.590
5 C -0.4324 0.4155 -0.7979  0.238
6 C -1.9713 -0.0512 -0.8742  -0.731
7 C -2.3732 -1.0402 0.1659  -0.287
8 S -1.6397 -2.5831 0.2390  -0.168
9 H 3.1074 3.0855 -2.0152  0.376
10 H 1.7840 4.1127 -1.2864  0.333
11 H 1.4351 2.5235 -2.2097  0.250
12 H 2.6240 1.4932 -0.5845  0.232
13 H 2.9820 3.1435 0.4591  0.254
14 H 0.6665 3.2391 0.7831  0.512
15 H 0.8430 1.4963 1.3853  0.090
16 H -1.2811 2.0992 0.1808  0.248
17 H 0.0981 0.3120 -1.7899  -0.371
18 H 0.1703 -0.1118 -0.0460  0.463
19 H -2.2099 -0.5035 -1.9145  0.255
20 H -2.6802 0.8681 -0.7889  0.330
21 H -3.5392 -1.1365 0.3119  0.344
22 H -2.1229 -0.6177 1.2435  0.018
23 H -0.3928 -2.3352 0.6300  0.031
24 O -0.0483 -0.2152 3.2576  -0.642
25 H -0.7218 -0.8565 3.0959  0.289
26 H -0.3834 0.7154 3.3901  0.299
27 O 1.6397 -2.5648 2.4037  -0.608
28 H 2.2128 -1.9394 2.8725  0.310
29 H 0.8719 -2.1457 2.7881  0.340
30 O 1.0798 -0.4222 -3.7985  -0.628
31 H 1.2257 -0.4397 -2.7669  0.393
32 H 0.9111 -1.3648 -3.9176  0.328

Its spin multiplicity is 1. The value obtained for the energy is -919.73744 a.u. As for the SMILES: CCCNCCCS.O.O.O.

[5]
Formula: C6H21NO4
Source: OMol25
Level of theory: ωB97M-V with the def2-TZVPD basis set

Each line ends with the Mulliken charge.
Atoms and positions in Å:
1 C 2.0055 -0.3770 -1.2100  -1.689
2 C 0.8231 0.0438 -0.3266  0.584
3 C -0.3678 -0.8446 -0.5475  -0.048
4 C -1.2994 -0.5707 -1.4697  -0.037
5 N -1.3220 0.5316 -2.3082  -0.396
6 C -0.4188 -2.1685 0.2022  -0.534
7 C -1.6859 -2.4098 1.0243  -1.151
8 H 1.7594 -0.2418 -2.2639  0.387
9 H 2.9121 0.2019 -1.0196  0.413
10 H 2.2203 -1.4418 -1.0884  0.364
11 H 1.1577 0.0114 0.7118  0.211
12 H 0.5902 1.0893 -0.5360  -0.196
13 H -2.1079 -1.2665 -1.6653  0.347
14 H -2.1941 0.7572 -2.7517  0.244
15 H -0.7579 1.3467 -2.0931  0.165
16 H -0.2983 -3.0098 -0.4880  0.331
17 H 0.4439 -2.2147 0.8696  0.187
18 H -2.5850 -2.3125 0.4197  0.285
19 H -1.7784 -1.7063 1.8550  0.241
20 H -1.6460 -3.3933 1.4970  0.408
21 O 0.0037 3.4263 1.1747  -0.762
22 H -0.5103 2.6450 1.4745  0.426
23 H 0.8798 3.2971 1.5523  0.305
24 O -1.3523 1.0523 1.7847  -0.757
25 H -1.6579 0.7844 0.9012  0.364
26 H -0.7328 0.3751 2.0720  0.332
27 O 2.6548 -1.2166 2.2911  -0.631
28 H 2.9954 -1.2570 1.3902  0.300
29 H 2.9887 -2.0046 2.7290  0.309
30 O -0.1454 3.3061 -1.6094  -0.675
31 H -0.0841 3.4264 -0.6350  0.377
32 H -0.4904 4.1408 -1.9370  0.297

Its spin multiplicity is 1. The value obtained for the energy is -596.92197 a.u. As for the SMILES: CCC(=CN)CC.O.O.O.O.

[6]
Formula: C6H21NO7
Source: OMol25
Level of theory: ωB97M-V with the def2-TZVPD basis set

Each line ends with the Mulliken charge.
Atoms and positions in Å:
1 C 0.0096 1.1725 0.7310  -0.049
2 N 1.1888 1.1296 0.2911  -0.139
3 C 1.8592 -0.0506 0.3433  0.714
4 C 2.8147 -0.2910 1.2705  -1.396
5 C 1.7471 -0.8645 -0.9324  -0.744
6 C 0.3975 -0.8810 -1.5461  -0.123
7 C -0.5595 -1.4433 -0.6081  0.068
8 O -1.6923 -0.9465 -0.6645  -0.440
9 H -0.6738 0.3927 1.0995  -0.004
10 H -0.5989 2.0785 0.9348  0.251
11 H 3.3964 -1.1624 1.2442  0.361
12 H 2.8030 0.2959 2.2010  0.288
13 H 2.4557 -0.4577 -1.7104  0.344
14 H 2.0920 -1.9678 -0.8559  0.315
15 H 0.0600 0.0383 -1.8624  0.013
16 H 0.5892 -1.4059 -2.6059  0.290
17 H -0.2227 -2.2686 0.0231  0.339
18 O 2.7565 4.0267 0.0906  -0.652
19 H 2.8840 3.3954 -0.5813  0.303
20 H 2.0199 3.5501 0.5403  0.346
21 O -1.7120 -1.9604 1.8141  -0.517
22 H -2.3412 -2.3870 1.2474  0.281
23 H -2.1061 -1.7336 2.6042  0.260
24 O 0.3943 -2.3712 4.1427  -0.637
25 H 0.4922 -2.5997 3.2093  0.304
26 H 0.5318 -1.3715 4.1652  0.316
27 O -2.1689 1.1648 -2.3538  -0.724
28 H -3.0384 1.7158 -2.2893  0.310
29 H -2.4588 0.2300 -2.3763  0.322
30 O -3.9238 -0.0103 0.9919  -0.661
31 H -3.0048 -0.1281 0.9508  0.341
32 H -4.2044 0.8272 1.3196  0.270
33 O 0.2829 1.0928 -3.7294  -0.655
34 H 0.6125 2.0131 -3.7664  0.309
35 H -0.6816 1.1777 -3.3324  0.395

Its spin multiplicity is 1. The value obtained for the energy is -822.52005 a.u. As for the SMILES: C=NC(=C)CCC=O.O.O.O.O.O.O.

[7]
Formula: C6H22FN8O5
Source: OMol25
Level of theory: ωB97M-V with the def2-TZVPD basis set

Each line ends with the Mulliken charge.
Atoms and positions in Å:
1 F 2.4665 -3.3823 21.8385  -0.888
2 C 6.9294 -5.0356 21.7986  -1.423
3 C 5.4698 -4.6731 22.0124  0.193
4 O 5.2671 -3.3048 21.7088  -0.606
5 H 7.1676 -6.1004 21.7987  0.384
6 H 7.5219 -4.5151 22.5549  0.303
7 H 7.3092 -4.7243 20.8226  0.342
8 H 5.2013 -4.7837 23.0650  0.206
9 H 5.0110 -5.4166 21.3501  0.159
10 H 4.2986 -3.2100 21.6738  0.310
11 C 1.2901 -5.3334 24.3883  0.477
12 O 0.6874 -6.1242 25.1043  -0.707
13 N 1.0663 -3.9947 24.3635  -0.313
14 N 2.3387 -5.6946 23.5857  -0.190
15 H 1.7022 -3.5266 23.7314  0.272
16 H 0.2132 -3.7346 24.8223  0.203
17 H 2.7648 -6.5989 23.5595  0.146
18 H 2.6594 -4.9548 22.9689  0.157
19 C 2.9421 0.5217 20.7041  0.637
20 O 3.2271 1.6906 20.4043  -0.725
21 N 2.9131 -0.4450 19.7684  -0.260
22 N 2.9932 0.0378 21.9743  -0.262
23 H 2.7796 -1.3751 20.1249  0.142
24 H 3.1406 -0.2298 18.8179  0.182
25 H 3.1217 0.6598 22.7473  0.170
26 H 3.0077 -0.9666 22.0336  0.144
27 C 1.1431 -5.3382 19.2135  0.433
28 O 0.5755 -5.8361 18.2521  -0.703
29 N 2.4630 -5.0047 19.2428  -0.347
30 N 0.5687 -5.0047 20.4364  -0.263
31 H 2.8609 -5.0832 18.3212  0.194
32 H 2.8058 -4.6608 20.1260  0.300
33 H 1.1960 -4.7235 21.1715  0.149
34 H -0.3221 -5.4416 20.6047  0.202
35 C -0.3722 -1.1534 21.4310  0.483
36 O -0.9252 -0.0436 21.3747  -0.732
37 N 0.1230 -1.7758 20.3460  -0.164
38 N 0.0358 -1.6736 22.6030  -0.271
39 H 0.9083 -2.3947 20.4793  0.027
40 H -0.2353 -1.6102 19.4263  0.164
41 H 0.6051 -2.5036 22.5935  0.307
42 H -0.1709 -1.2462 23.4844  0.168

Its spin multiplicity is 1. Its net charge is -1. The value obtained for the energy is -1156.18700 a.u.

[8]
Formula: C6H22FN8O5
Source: OMol25
Level of theory: ωB97M-V with the def2-TZVPD basis set

Each line ends with the Mulliken charge.
Atoms and positions in Å:
1 F -0.4886 -0.5733 -1.8918  -0.991
2 C -1.7288 6.0192 0.6692  -0.924
3 C -1.3630 4.6106 1.2197  -0.230
4 O -2.2774 3.7490 0.6088  -0.534
5 H -2.7183 6.2981 1.0314  0.249
6 H -1.7529 6.0368 -0.4203  0.266
7 H -1.0041 6.8069 0.8753  0.323
8 H -1.6064 4.5183 2.2782  0.175
9 H -0.3419 4.2385 1.1349  0.335
10 H -1.8243 3.0621 0.1144  0.334
11 C -5.4128 -0.3946 -5.8422  0.607
12 O -4.7093 -1.3486 -5.7628  -0.615
13 N -5.0179 0.8037 -5.5669  -0.401
14 N -6.5343 -0.3882 -6.4834  -0.389
15 H -4.2027 0.8949 -4.9777  0.268
16 H -5.7150 1.5334 -5.6078  0.152
17 H -6.8375 -1.2948 -6.8093  0.225
18 H -7.0719 0.4666 -6.4589  0.153
19 C -0.6684 -5.7146 1.9932  0.629
20 O -0.2193 -6.0613 0.8982  -0.674
21 N -0.9276 -6.5750 2.9396  -0.399
22 N -1.0293 -4.5050 2.2405  -0.408
23 H -1.2232 -6.3252 3.8725  0.170
24 H -0.6237 -7.5042 2.6862  0.229
25 H -0.8276 -3.8542 1.4950  0.269
26 H -1.1986 -4.2147 3.1929  0.183
27 C 5.4109 0.9717 -2.8191  0.579
28 O 4.9519 0.0413 -3.5078  -0.664
29 N 4.6373 1.4786 -1.9432  -0.438
30 N 6.6423 1.3023 -2.6523  -0.386
31 H 3.6835 1.1632 -2.0480  0.277
32 H 4.7570 2.4107 -1.5732  0.205
33 H 6.9772 1.7913 -1.8345  0.195
34 H 7.3344 0.8400 -3.2245  0.230
35 C 2.6257 -1.1337 5.6642  0.646
36 O 2.2822 -0.7085 6.7750  -0.693
37 N 2.6298 -0.4505 4.5746  -0.387
38 N 3.2064 -2.2805 5.6049  -0.411
39 H 2.6023 -0.9414 3.6923  0.213
40 H 2.4541 0.5433 4.5347  0.206
41 H 3.7947 -2.5677 4.8358  0.198
42 H 3.3352 -2.7446 6.4926  0.227

Its spin multiplicity is 1. Its net charge is -1. The value obtained for the energy is -1155.97533 a.u.

For the records above, the corresponding F_max values read 0.1243; 0.0590; 0.1456; 0.1051; 0.0091; 0.0751; 0.0663; 0.1290 hartree/bohr.